{"formula": "C2H5NO", "method": "the ωB97M-V functional and the def2-TZVPD basis", "total_energy_ha": -209.12339, "homo_lumo_gap_ev": 10.7, "e_above_lowest_kcal_mol": 62.1, "e_homo_ev": -9.798, "smiles": "C=N.C=O", "largest_force_ha_per_bohr": 0.034, "species": ["C", "N", "H", "H", "H", "O", "C", "H", "H"], "coordinates": [[0.621, -0.517, -1.481], [0.316, -1.182, -0.447], [1.662, -0.201, -1.549], [-0.018, -0.452, -2.365], [-0.576, -1.666, -0.560], [-0.548, 0.292, 2.503], [-0.525, 1.033, 1.551], [-1.269, 1.841, 1.445], [0.337, 0.852, 0.903]], "nbo_charge": [-0.0595, -0.5887, 0.1668, 0.1505, 0.3349, -0.5007, 0.2464, 0.1145, 0.1358]}

***

{"formula": "C13H19N3O6S", "method": "the ωB97M-V functional and the def2-TZVPD basis", "total_energy_ha": -1520.52070, "homo_lumo_gap_ev": 8.5, "e_above_lowest_kcal_mol": 108.4, "e_homo_ev": -9.023, "smiles": "COc1ccc(S(=O)(=O)NCCN2CCOCC2)cc1[N+](=O)[O-]", "largest_force_ha_per_bohr": 0.020, "species": ["C", "H", "H", "H", "O", "C", "C", "C", "C", "C", "C", "N", "O", "O", "H", "S", "O", "O", "N", "H", "C", "C", "N", "C", "C", "O", "C", "C", "H", "H", "H", "H", "H", "H", "H", "H", "H", "H", "H", "H", "H", "H"], "coordinates": [[5.829, 1.184, 2.203], [6.798, 0.909, 2.615], [5.873, 2.211, 1.829], [5.065, 1.105, 2.981], [5.598, 0.265, 1.157], [4.475, 0.336, 0.442], [3.461, 1.281, 0.651], [2.314, 1.269, -0.117], [2.142, 0.314, -1.102], [3.115, -0.632, -1.333], [4.278, -0.624, -0.576], [5.278, -1.626, -0.870], [4.887, -2.629, -1.428], [6.425, -1.408, -0.565], [2.986, -1.368, -2.110], [0.647, 0.292, -2.086], [0.988, 0.039, -3.452], [-0.114, 1.463, -1.755], [-0.076, -1.094, -1.495], [-0.362, -1.700, -2.248], [-1.071, -0.923, -0.461], [-2.430, -0.482, -1.018], [-3.457, -0.476, 0.009], [-3.339, 0.663, 0.907], [-4.403, 0.551, 2.001], [-5.700, 0.507, 1.459], [-5.820, -0.576, 0.568], [-4.795, -0.487, -0.562], [-4.898, -1.359, -1.211], [-4.989, 0.423, -1.155], [-6.836, -0.537, 0.172], [-5.673, -1.523, 1.111], [-4.374, 1.423, 2.657], [-4.214, -0.359, 2.590], [-2.352, 0.658, 1.369], [-3.472, 1.614, 0.364], [-2.730, -1.204, -1.785], [-2.311, 0.502, -1.499], [-0.670, -0.170, 0.217], [-1.185, -1.865, 0.082], [1.538, 2.005, 0.028], [3.575, 2.032, 1.415]], "nbo_charge": [-0.2565, 0.2132, 0.1837, 0.1817, -0.4554, 0.3503, -0.3147, -0.1259, -0.3832, -0.1316, 0.0175, 0.5203, -0.3844, -0.3477, 0.2671, 2.3184, -0.9300, -0.9422, -0.8624, 0.4071, -0.2311, -0.2338, -0.4448, -0.2542, -0.0725, -0.5204, -0.0732, -0.2482, 0.2033, 0.1710, 0.1947, 0.1653, 0.1943, 0.1648, 0.2004, 0.1739, 0.1911, 0.1970, 0.2041, 0.2138, 0.2469, 0.2323]}

***

Repeat the first record exactly.
{"formula": "C2H5NO", "method": "the ωB97M-V functional and the def2-TZVPD basis", "total_energy_ha": -209.12339, "homo_lumo_gap_ev": 10.7, "e_above_lowest_kcal_mol": 62.1, "e_homo_ev": -9.798, "smiles": "C=N.C=O", "largest_force_ha_per_bohr": 0.034, "species": ["C", "N", "H", "H", "H", "O", "C", "H", "H"], "coordinates": [[0.621, -0.517, -1.481], [0.316, -1.182, -0.447], [1.662, -0.201, -1.549], [-0.018, -0.452, -2.365], [-0.576, -1.666, -0.560], [-0.548, 0.292, 2.503], [-0.525, 1.033, 1.551], [-1.269, 1.841, 1.445], [0.337, 0.852, 0.903]], "nbo_charge": [-0.0595, -0.5887, 0.1668, 0.1505, 0.3349, -0.5007, 0.2464, 0.1145, 0.1358]}

***

Q: Which formula does entry 2 have?
A: C13H19N3O6S